(1)
Molecular formula: CH4N4
Method: DFT, ωB97M-V with the def2-TZVPD basis set

```
9
Properties=species:S:1:pos:R:3:forces:R:3
C 0.739201 -0.557110 1.428195 2.33 -1.77 0.01
N -1.177087 1.300519 -2.139806 0.24 1.34 0.73
N -0.502526 -0.307754 0.812836 -1.22 1.70 -4.01
N -0.858309 0.352716 -1.398463 -0.54 -0.47 -3.41
N -0.308570 0.247783 -0.332969 0.89 -0.71 4.08
H 0.423574 -0.932101 2.372143 0.48 0.08 1.27
H 1.519281 0.245444 1.466707 -0.97 -0.40 0.05
H 1.249620 -1.476834 0.947769 -0.69 1.32 0.41
H -1.085184 1.127337 -3.156413 -0.53 -1.09 0.87
```
Forces are in eV/Å.

Its spin multiplicity is 1. For the lowest unoccupied orbital energy (alpha / beta), the calculation gives -0.005 / -0.005 hartree. As for the HOMO energy (alpha / beta): -8.9 / -8.9 eV. The relative energy (zero: lowest compared OMol25 entry of this formula, charge and spin) is 542.3 kJ/mol. Its structure (SMILES) is [H]/N=N/N=N/C.

natural (NBO) charges, unit e, in atom order:
1. C -0.453
2. N -0.439
3. N -0.235
4. N 0.104
5. N 0.065
6. H 0.211
7. H 0.207
8. H 0.195
9. H 0.346


(2)
Molecular formula: C24H24HfIN5O8
Method: DFT, ωB97M-V with the def2-TZVPD basis set

```
63
Properties=species:S:1:pos:R:3:forces:R:3
Hf 0.206106 0.041501 0.152874 -1.77 0.07 -1.21
O -1.075918 2.058389 0.960236 -0.15 0.12 0.30
C -1.506901 1.970720 2.317471 -0.02 -0.30 0.50
C -0.305992 1.485930 3.147484 -0.59 0.59 -0.26
N 0.541625 0.536299 2.403303 0.31 -0.15 0.22
C 1.916009 1.034221 2.295159 0.67 0.65 -0.11
C 2.094216 1.933457 1.040663 1.03 0.84 1.43
O 2.878022 2.852660 1.068083 -0.07 -0.17 -0.03
O 1.353437 1.599930 0.042016 0.95 1.74 -0.51
C 0.535182 -0.800275 3.001655 0.18 -0.91 0.25
C 1.068424 -1.897940 2.028650 0.22 -0.56 1.81
O 1.517782 -2.917022 2.505648 -0.16 0.20 -0.09
O 0.984992 -1.640616 0.771536 0.23 -1.25 -0.08
H -1.623569 2.691812 0.481355 0.13 -0.22 -0.11
H -2.345823 1.270318 2.400678 0.14 0.18 -0.03
H -1.838105 2.949550 2.682828 0.10 -0.13 -0.05
H -0.674478 1.029853 4.071469 0.10 0.04 -0.10
H 0.291268 2.362233 3.409630 0.05 -0.15 0.00
H 2.585015 0.184213 2.164337 -0.05 0.14 0.04
H 2.231961 1.591647 3.185956 -0.08 -0.14 -0.16
H -0.491426 -1.072917 3.260874 0.18 0.09 -0.09
H 1.147674 -0.836963 3.911193 -0.06 0.03 -0.11
C -2.431951 -2.849102 3.223461 0.05 -0.34 -0.05
O -2.705715 -1.456786 3.284810 -0.34 0.46 -0.38
C -3.414046 -1.001418 2.181259 0.38 -0.14 0.02
C -4.782104 -0.869666 2.250119 0.26 0.00 0.00
C -5.505488 -0.367543 1.169727 -0.07 0.05 -0.06
C -4.836155 0.041837 0.043437 0.08 0.01 -0.01
C -3.439653 -0.050180 -0.045248 0.26 -0.37 0.74
C -2.756927 0.417720 -1.205789 0.58 0.02 -0.20
N -1.467568 0.505075 -1.256062 -0.64 -0.35 -0.36
N -0.952874 0.924889 -2.447610 0.17 0.44 -0.88
C 0.261992 0.496720 -2.650858 -1.20 0.23 -0.47
O 0.881198 -0.267702 -1.806681 0.48 -0.27 -0.38
C 0.813158 0.835381 -3.978725 0.20 0.03 -0.34
C -0.086761 1.206598 -4.979581 0.03 0.01 0.01
C 0.354260 1.499922 -6.253413 0.06 0.02 -0.07
C 1.705614 1.423836 -6.553984 0.04 0.03 0.04
C 2.608163 1.074649 -5.562612 0.15 0.02 -0.08
C 2.169401 0.780446 -4.282036 -0.19 -0.03 0.22
C -2.689970 -0.633284 1.013855 -1.01 -0.02 0.19
O -1.402603 -0.824686 0.957548 -1.62 -0.38 0.73
H -3.372010 -3.411257 3.201024 0.12 -0.03 0.06
H -1.862246 -3.097253 4.119217 -0.07 -0.04 -0.08
H -1.842021 -3.098857 2.335905 -0.01 0.03 0.06
H -5.272287 -1.153344 3.168115 -0.09 -0.08 0.11
H -6.580053 -0.297392 1.226208 -0.09 0.05 0.01
H -5.376968 0.455009 -0.794860 -0.09 0.05 -0.11
H -3.340573 0.692013 -2.086395 0.20 0.08 0.03
H -1.133106 1.260931 -4.732370 -0.09 -0.01 -0.03
H -0.353032 1.790822 -7.015972 -0.07 -0.01 -0.05
H 2.052847 1.646930 -7.553635 0.03 0.00 -0.01
H 3.663984 1.042161 -5.790450 0.07 -0.03 0.03
H 2.880549 0.539808 -3.506804 0.12 -0.04 0.05
I 6.673601 -3.100651 0.489757 -0.35 0.24 -0.12
C 5.005045 -1.960485 -0.013830 0.51 -0.39 -0.20
C 4.460737 -1.795419 -1.269048 0.21 -0.11 0.29
N 3.406373 -0.979832 -1.107970 0.10 -0.10 -0.11
N 3.226584 -0.627043 0.162562 0.42 0.40 -0.01
C 4.199119 -1.208483 0.845427 0.04 -0.06 -0.39
H 4.759811 -2.197505 -2.217288 -0.04 -0.03 -0.15
H 2.679846 -0.715437 -1.769603 0.13 -0.09 0.11
H 4.312329 -1.098422 1.905295 -0.07 0.09 0.24
```
Forces are in eV/Å.

Its spin multiplicity is 1. For the lowest unoccupied orbital energy, the calculation gives -0.022 hartree. As for the HOMO energy: -8.5 eV.

natural (NBO) charges, unit e, in atom order:
1. Hf 2.465
2. O -0.724
3. C -0.071
4. C -0.234
5. N -0.522
6. C -0.348
7. C 0.806
8. O -0.592
9. O -0.841
10. C -0.349
11. C 0.799
12. O -0.599
13. O -0.818
14. H 0.513
15. H 0.191
16. H 0.192
17. H 0.224
18. H 0.213
19. H 0.251
20. H 0.222
21. H 0.263
22. H 0.215
23. C -0.254
24. O -0.538
25. C 0.211
26. C -0.211
27. C -0.251
28. C -0.171
29. C -0.151
30. C 0.145
31. N -0.410
32. N -0.401
33. C 0.568
34. O -0.819
35. C -0.050
36. C -0.184
37. C -0.214
38. C -0.192
39. C -0.216
40. C -0.190
41. C 0.344
42. O -0.830
43. H 0.177
44. H 0.200
45. H 0.192
46. H 0.228
47. H 0.221
48. H 0.212
49. H 0.204
50. H 0.237
51. H 0.215
52. H 0.215
53. H 0.217
54. H 0.210
55. I 0.163
56. C -0.284
57. C -0.068
58. N -0.318
59. N -0.279
60. C -0.072
61. H 0.228
62. H 0.446
63. H 0.215


(3)
Molecular formula: C4H6N2O
Method: DFT, ωB97M-V with the def2-TZVPD basis set

```
13
Properties=species:S:1:pos:R:3:forces:R:3
C -0.725162 1.118642 -1.627073 0.02 -0.01 -0.04
C -0.229036 0.280360 -0.500290 0.19 -0.09 -0.09
N 0.821550 -0.420947 -0.449223 -0.35 0.24 0.08
C 0.808707 -1.032622 0.895315 -0.09 -0.12 0.06
C -0.425053 -0.535492 1.667461 -0.05 0.24 -0.50
O 1.988247 -0.727846 1.581640 0.12 -0.15 0.03
N -0.977036 0.220630 0.735871 -0.03 -0.10 0.28
H -0.078150 0.986121 -2.494904 -0.08 0.02 0.14
H -0.723505 2.176294 -1.339000 -0.01 -0.15 -0.02
H -1.751502 0.845335 -1.895632 0.14 0.02 0.04
H 0.672423 -2.115997 0.745190 0.02 0.14 0.06
H 2.450411 -1.539546 1.803125 0.03 0.04 -0.01
H -1.831896 0.745068 0.877521 0.10 -0.10 -0.02
```
Forces are in eV/Å.

Its spin multiplicity is 1. For the lowest unoccupied orbital energy, the calculation gives 0.023 hartree. As for the HOMO energy: -8.8 eV. The relative energy (zero: lowest compared OMol25 entry of this formula, charge and spin) is 268.7 kJ/mol.

natural (NBO) charges, unit e, in atom order:
1. C -0.675
2. C 0.402
3. N -0.418
4. C 0.083
5. C 0.119
6. O -0.692
7. N -0.614
8. H 0.252
9. H 0.235
10. H 0.229
11. H 0.191
12. H 0.481
13. H 0.407